Formula: C20H30N11O4PS3W
Source: the Open Molecules 2025 dataset
Level of theory: ωB97M-V/def2-TZVPD

Output
maximum force: 0.0115 Eh/bohr
DFT total energy: -89428.6883 eV
gap between HOMO and LUMO (spin up / spin down): 6.7 / 7.0 eV
multiplicity: 2
net charge: +1

The geometry in XYZ format:
```
70
C20H30N11O4PS3W ωB97M-V/def2-TZVPD
W -0.27884 0.06069 -0.00703
N -0.64821 1.07924 -4.46885
C -0.33793 0.60257 -3.24286
S -0.89208 1.52800 -1.87780
N 0.30370 -0.50723 -3.14383
N 0.56538 -0.93974 -1.84479
C 1.28626 -2.01991 -1.89275
C 1.79889 -2.78777 -0.80566
C 2.55619 -3.94495 -1.03812
C 3.06110 -4.65968 0.02483
C 2.82415 -4.22849 1.33113
C 2.08296 -3.09106 1.58577
C 1.56561 -2.37871 0.50960
O 0.85501 -1.27886 0.70971
H -0.95415 2.03066 -4.56719
H -0.20904 0.63916 -5.26091
H 1.53033 -2.36391 -2.89278
H 2.74235 -4.26548 -2.05594
H 3.64709 -5.55146 -0.14910
H 3.23483 -4.79260 2.15835
H 1.91199 -2.72622 2.58948
C -2.06921 -0.10712 4.44157
N -2.91698 -0.72695 3.42501
C -4.27159 -1.13970 3.78163
C -2.44606 -0.82244 2.17665
N -1.22018 -0.58690 1.84566
N -3.37172 -1.22211 1.21973
C -3.15333 -1.25140 -0.11910
N -4.22057 -1.52133 -0.88212
N -1.95988 -1.06460 -0.63799
H -2.68226 0.13079 5.30502
H -1.63413 0.81867 4.06402
H -1.26509 -0.77637 4.75566
H -4.33457 -1.21451 4.86232
H -4.49837 -2.12734 3.37908
H -5.01676 -0.41394 3.44394
H -0.59439 -0.34258 2.61147
H -4.33546 -1.07184 1.47783
H -5.14143 -1.37042 -0.49855
H -4.14499 -1.36254 -1.87367
H -1.99388 -1.13572 -1.65049
C 4.78431 -0.24558 -0.30893
C 4.80728 -0.18459 1.20107
O 3.47604 -0.13570 1.77931
P 2.55028 1.14347 1.84816
S 1.25180 1.00807 3.28474
S 1.70919 1.48991 -0.01996
O 3.61205 2.31304 1.99204
C 3.21703 3.67510 2.29304
C 3.58044 4.57624 1.13706
H 5.79078 -0.46319 -0.66925
H 4.45931 0.69520 -0.75034
H 4.11867 -1.04009 -0.64998
H 5.37420 0.66989 1.56629
H 5.23587 -1.09179 1.62184
H 3.74935 3.94559 3.20289
H 2.14760 3.69724 2.51218
H 4.65741 4.58304 0.97361
H 3.26045 5.59700 1.34966
H 3.09250 4.24267 0.22026
N -0.73818 3.80798 0.61137
C -1.65726 2.84431 0.63726
O -1.21794 1.62368 0.78209
C -3.02666 3.10962 0.56643
C -3.44904 4.45482 0.41859
N -3.69643 5.57068 0.27413
C -3.95448 2.06187 0.66872
N -4.71543 1.19592 0.75121
H 0.22902 3.52565 0.53079
H -1.00712 4.76824 0.46786
```

Just the Löwdin charges please, in e? Sure, here they are: 1.4214, 0.0937, -0.8181, 0.7181, -0.0053, -0.1477, -0.0355, -0.1542, -0.0159, -0.0627, -0.0420, 0.0162, -0.3005, -0.3262, 0.0920, 0.1111, 0.1396, 0.1223, 0.1117, 0.1160, 0.1289, -0.0194, -0.1148, -0.0217, -0.3804, 0.0141, 0.1658, -0.4553, 0.2106, -0.0184, 0.0975, 0.0756, 0.1023, 0.0966, 0.0989, 0.0975, -0.0333, 0.1068, 0.1214, 0.1293, 0.0734, -0.0714, -0.2327, -0.3253, -0.0631, 0.3664, 0.3708, -0.3320, -0.2756, -0.0710, 0.0875, 0.0555, 0.0672, 0.1129, 0.1230, 0.1256, 0.0815, 0.0836, 0.0850, 0.0571, 0.2185, -0.5184, -0.3720, -0.1949, -0.2118, 0.1647, -0.1753, 0.1650, 0.0487, 0.1209



Formula: C20H30N2O3
Source: the Open Molecules 2025 dataset
Level of theory: ωB97M-V/def2-TZVPD

Output
maximum force: 0.0111 Eh/bohr
DFT total energy: -30350.4731 eV
gap between HOMO and LUMO: 8.9 eV
multiplicity: 1
SMILES: COC(=O)CCCC(=O)N1CCC[C@@H](N(C)CCc2ccccc2)C1

The geometry in XYZ format:
```
55
C20H30N2O3 ωB97M-V/def2-TZVPD
C -4.84985 -1.82654 6.75780
O -3.65367 -1.61741 6.02084
C -3.46110 -0.37638 5.54692
O -4.23566 0.52502 5.72874
C -2.15916 -0.28762 4.79188
C -1.99105 1.07056 4.11874
C -0.60887 1.23656 3.49095
C -0.41168 0.30478 2.30194
O -1.29076 -0.44074 1.90856
N 0.81123 0.32028 1.71682
C 1.86836 1.27873 1.94167
C 1.95285 2.25572 0.76424
C 2.16127 1.48718 -0.53894
C 1.03493 0.46202 -0.71416
N 1.10302 -0.21677 -1.99093
C 2.20787 -1.13101 -2.17437
C -0.16576 -0.75609 -2.45601
C -0.63739 -0.00872 -3.71833
C 0.32349 -0.22112 -4.84917
C 0.21782 -1.34125 -5.66469
C 1.13272 -1.56692 -6.67756
C 2.16969 -0.67388 -6.88758
C 2.28446 0.44465 -6.07964
C 1.36750 0.66846 -5.06826
C 1.02424 -0.46715 0.51963
H -4.85868 -1.20029 7.65258
H -4.86088 -2.87919 7.02821
H -5.71994 -1.57701 6.14717
H -2.13547 -1.08179 4.04455
H -1.34967 -0.47515 5.50232
H -2.75177 1.17330 3.34440
H -2.15274 1.85854 4.85638
H 0.16242 1.03321 4.23766
H -0.49539 2.26758 3.14817
H 1.71204 1.81752 2.87378
H 2.81312 0.72679 2.02071
H 2.77563 2.95315 0.92899
H 1.02515 2.82933 0.70841
H 2.16760 2.16826 -1.39024
H 3.12807 0.98264 -0.50256
H 0.08846 1.01619 -0.71122
H 2.10287 -2.06511 -1.60178
H 3.13907 -0.64776 -1.88876
H 2.27299 -1.38198 -3.23253
H -0.06421 -1.82104 -2.68970
H -0.93570 -0.65989 -1.68445
H -1.62837 -0.37690 -3.99008
H -0.70904 1.05399 -3.48431
H -0.59030 -2.04166 -5.50476
H 1.03673 -2.44131 -7.30524
H 2.88423 -0.84889 -7.67864
H 3.09189 1.14480 -6.23964
H 1.46261 1.53695 -4.43385
H 0.21464 -1.19483 0.44607
H 1.98012 -0.99181 0.60930
```

Just the Löwdin charges please, in e? Sure, here they are: -0.0561, -0.0423, -0.5019, 0.1144, -0.0929, -0.1854, -0.1068, -0.4404, 0.0559, -0.0553, -0.1549, -0.1617, -0.1467, -0.3050, -0.1812, -0.0739, -0.1815, -0.1299, -0.2533, -0.0507, -0.0900, -0.1000, -0.0866, -0.0538, -0.0902, 0.0952, 0.0906, 0.0954, 0.1222, 0.1340, 0.1253, 0.1184, 0.1220, 0.1214, 0.1090, 0.1302, 0.1123, 0.1166, 0.1174, 0.1078, 0.1556, 0.0888, 0.0808, 0.0830, 0.1220, 0.1202, 0.1145, 0.1146, 0.1122, 0.0999, 0.0979, 0.1001, 0.1079, 0.1241, 0.1305